Record 1
This record from the Open Molecules 2025 dataset describes a gas-phase ion, C18H30BNO4P (charge -1). The level of theory is wB97M-V/def2-TZVPD.

Structure (ORCA input):
```
! RIJCOSX wB97M-V def2-TZVPD def2/J DEFGRID3
* xyz -1 1
C 0.77 -2.06 1.29
C -0.57 -2.79 1.26
P -2.17 -1.85 1.33
C -1.71 -0.50 2.51
C -2.14 -0.91 -0.30
C -3.00 0.32 -0.15
C -2.49 1.59 -0.47
C -3.29 2.70 -0.28
C -4.58 2.53 0.21
C -5.00 1.23 0.49
N -4.24 0.16 0.32
C -2.68 -1.86 -1.44
O -1.61 -2.08 -2.29
B -0.76 -0.85 -2.16
C 0.76 -1.08 -2.67
C 1.78 -0.16 -1.96
C 3.05 -0.87 -1.48
C 4.24 0.05 -1.20
C 4.20 0.82 0.16
C 3.03 0.46 1.06
O 2.80 1.49 2.06
C 1.97 2.49 1.59
C 0.51 2.12 1.56
O 2.41 3.55 1.26
O -0.84 -0.57 -0.69
H 1.59 -2.74 1.55
H 0.78 -1.25 2.03
H 0.99 -1.61 0.32
H -0.63 -3.44 0.37
H -0.63 -3.45 2.14
H -2.64 -0.07 2.89
H -1.13 0.29 2.03
H -1.15 -0.93 3.34
H -1.48 1.65 -0.87
H -2.93 3.69 -0.53
H -5.25 3.36 0.38
H -6.00 1.05 0.87
H -3.06 -2.80 -1.00
H -3.53 -1.37 -1.94
H -1.32 0.07 -2.82
H 1.08 -2.13 -2.55
H 0.79 -0.88 -3.75
H 2.09 0.66 -2.63
H 1.26 0.33 -1.13
H 3.34 -1.57 -2.28
H 2.83 -1.49 -0.60
H 5.17 -0.52 -1.25
H 4.28 0.79 -2.01
H 4.19 1.90 -0.01
H 5.12 0.61 0.71
H 2.11 0.31 0.50
H 3.22 -0.45 1.65
H 0.27 1.36 2.29
H -0.10 3.02 1.69
H 0.28 1.71 0.57
*
```

electronic energy = -38800.8205 eV
M = 366.2 g/mol
orbital gap = 7.5879 eV
LUMO energy = 0.110 hartree
largest force on an atom = 0.0147 hartree/bohr


Record 2
This record from the Open Molecules 2025 dataset describes a molecular structure, C18H30Cl6N6 at a distorted geometry. The level of theory is wB97M-V/def2-TZVPD.

Structure (ORCA input):
```
! RIJCOSX wB97M-V def2-TZVPD def2/J DEFGRID3
* xyz 0 1
C 1.95 2.85 -1.06
C 3.17 2.00 -0.88
N 4.14 1.36 -0.69
H 2.27 3.70 -1.67
H 1.76 3.23 -0.06
H 1.13 2.31 -1.54
C -0.39 0.46 -2.20
C 1.07 0.21 -2.27
N 2.21 0.02 -2.37
H -0.88 -0.09 -1.40
H -0.82 0.18 -3.16
H -0.50 1.53 -2.04
C 0.24 -1.14 3.54
C -0.63 -0.07 3.97
N -1.37 0.77 4.29
H -0.04 -1.40 2.52
H 0.17 -2.02 4.19
H 1.28 -0.83 3.40
C -0.29 -0.15 1.11
C 0.19 1.16 0.49
N 0.59 2.14 -0.02
H -0.95 0.06 1.95
H 0.55 -0.68 1.55
H -0.70 -0.77 0.31
C -2.19 -3.17 0.32
C -1.83 -2.29 1.43
N -1.58 -1.57 2.24
H -3.28 -3.26 0.36
H -1.75 -4.15 0.45
H -1.94 -2.71 -0.64
C -0.85 4.12 -0.04
C -1.47 4.77 1.13
N -2.01 5.25 2.09
H 0.04 4.68 -0.34
H -1.63 4.19 -0.80
H -0.57 3.11 0.25
Cl -2.54 -0.81 -0.08
C -3.50 0.70 -0.26
C -2.96 1.78 -1.14
Cl -3.02 1.30 -2.89
H -3.62 1.12 0.74
H -4.54 0.48 -0.49
H -1.95 2.03 -0.81
H -3.60 2.64 -0.94
Cl 4.65 -2.39 0.08
C 3.46 -1.15 -0.25
C 3.00 -0.43 0.95
Cl 1.95 -1.55 1.92
H 2.62 -1.59 -0.80
H 3.88 -0.39 -0.91
H 2.47 0.48 0.68
H 3.81 -0.09 1.60
Cl -0.43 -1.43 -1.02
C 0.91 -2.55 -1.30
C 0.50 -3.98 -1.76
Cl -0.37 -4.86 -0.46
H 1.51 -2.50 -0.40
H 1.50 -2.06 -2.08
H 1.31 -4.61 -2.12
H -0.13 -3.92 -2.65
*
```

electronic energy = -103202.8133 eV
M = 543.2 g/mol
orbital gap = 9.4525 eV
LUMO energy = -0.001 hartree
energy above the lowest of the compared OMol25 structures with the same formula, charge and spin = 543.9 kcal per mole
largest force on an atom = 0.2828 hartree/bohr


Record 3
This record from the Open Molecules 2025 dataset describes a molecular structure, C18H30F6INO26S6Si2 at a distorted geometry. The level of theory is wB97M-V/def2-TZVPD.

Structure (ORCA input):
```
! RIJCOSX wB97M-V def2-TZVPD def2/J DEFGRID3
* xyz 0 1
O -1.08 5.31 3.00
N -1.28 5.16 1.87
O -0.72 3.95 1.38
Si 0.91 4.01 0.91
C 1.76 2.52 1.66
C 1.01 1.20 1.40
C 1.20 0.63 -0.04
S 2.87 0.78 -0.72
O 1.03 3.80 -0.76
Si -0.31 4.26 -1.69
I -0.38 6.71 -2.07
C 1.76 5.69 1.29
O 1.19 6.71 1.16
C 3.27 5.82 1.75
F 3.59 4.79 2.55
F 3.41 6.90 2.49
C 4.29 5.78 0.59
F 4.16 4.61 -0.03
F 5.49 5.75 1.15
C 4.26 6.98 -0.41
F 5.50 7.46 -0.49
F 3.50 8.00 -0.01
C 3.84 6.60 -1.86
O 2.98 5.87 -2.12
O 4.54 7.25 -2.85
H 2.82 2.51 1.38
H 1.74 2.70 2.75
H -0.07 1.36 1.54
H 1.30 0.49 2.18
H 0.45 1.08 -0.69
H 0.99 -0.44 0.01
H 2.89 2.06 -1.17
H -1.58 3.76 -1.17
H -0.11 3.68 -3.02
H 4.00 8.02 -3.08
C 2.31 -4.19 3.96
C 1.00 -3.57 4.40
O 1.15 -2.17 4.11
S 2.08 -1.99 2.81
O 1.23 -1.84 1.68
O 3.12 -1.09 3.11
O 2.67 -3.49 2.77
H 3.09 -4.04 4.71
H 2.21 -5.25 3.76
H 0.80 -3.72 5.45
H 0.17 -3.94 3.80
C 3.27 0.86 -5.13
C 3.12 2.30 -4.69
O 1.72 2.57 -4.84
S 0.88 1.23 -4.55
O 0.43 1.26 -3.20
O 0.00 1.01 -5.63
O 2.11 0.19 -4.64
H 3.28 0.77 -6.22
H 4.17 0.39 -4.73
H 3.71 2.99 -5.29
H 3.38 2.42 -3.63
C -2.15 -2.15 0.64
C -2.50 -1.14 1.70
O -3.38 -1.83 2.60
S -2.96 -3.38 2.66
O -2.13 -3.58 3.79
O -4.12 -4.16 2.42
O -2.02 -3.40 1.36
H -2.95 -2.26 -0.09
H -1.23 -1.91 0.13
H -2.99 -0.26 1.29
H -1.61 -0.83 2.27
C -8.19 -5.54 2.44
C -7.11 -6.34 1.75
O -7.75 -6.87 0.58
S -8.86 -5.83 0.06
O -8.30 -5.05 -0.98
O -10.09 -6.52 -0.09
O -8.92 -4.92 1.38
H -8.87 -6.19 3.00
H -7.78 -4.79 3.11
H -6.73 -7.15 2.37
H -6.29 -5.71 1.43
C 0.67 -4.80 -2.16
C 1.03 -3.90 -3.32
O -0.20 -3.27 -3.69
S -1.10 -3.07 -2.38
O -0.92 -1.74 -1.92
O -2.38 -3.62 -2.62
O -0.29 -4.06 -1.40
H 0.20 -5.72 -2.51
H 1.53 -5.04 -1.54
H 1.44 -4.44 -4.17
H 1.73 -3.11 -3.02
*
```

electronic energy = -179045.9250 eV
M = 1165.9 g/mol
orbital gap = 8.3676 eV
LUMO energy = -0.021 hartree
energy above the lowest of the compared OMol25 structures with the same formula, charge and spin = 0.0 kcal per mole
largest force on an atom = 0.0584 hartree/bohr


Record 4
This record from the Open Molecules 2025 dataset describes a single C18H30N2O2 molecule. The level of theory is wB97M-V/def2-TZVPD.

Structure (ORCA input):
```
! RIJCOSX wB97M-V def2-TZVPD def2/J DEFGRID3
* xyz 0 1
C -5.90 -1.19 0.58
C -4.68 -0.36 0.31
C -4.77 0.96 -0.08
C -3.64 1.72 -0.32
C -3.77 3.15 -0.74
C -2.38 1.15 -0.18
C -1.14 1.96 -0.42
C -2.27 -0.20 0.20
O -1.00 -0.71 0.30
C -0.84 -2.02 0.80
C 0.65 -2.38 0.79
O 1.04 -3.02 -0.40
C 1.36 -2.13 -1.46
C 2.81 -1.63 -1.38
N 2.99 -0.60 -0.37
C 2.62 0.72 -0.86
C 2.68 1.72 0.29
N 3.97 1.79 0.94
C 4.97 2.52 0.19
C 4.38 0.45 1.33
C 4.33 -0.56 0.18
C -3.42 -0.94 0.45
H -6.80 -0.59 0.48
H -5.87 -1.61 1.58
H -5.96 -2.02 -0.13
H -5.75 1.41 -0.19
H -3.25 3.33 -1.68
H -3.34 3.81 0.02
H -4.82 3.42 -0.86
H -0.26 1.39 -0.11
H -1.17 2.89 0.15
H -1.04 2.21 -1.48
H -1.24 -2.07 1.82
H -1.37 -2.74 0.17
H 0.83 -3.12 1.58
H 1.25 -1.49 0.98
H 1.25 -2.72 -2.38
H 0.66 -1.30 -1.49
H 3.43 -2.49 -1.11
H 3.13 -1.28 -2.38
H 1.60 0.68 -1.26
H 3.29 1.04 -1.68
H 2.40 2.72 -0.06
H 1.95 1.41 1.06
H 5.23 2.08 -0.78
H 4.60 3.53 0.01
H 5.88 2.58 0.79
H 5.39 0.49 1.74
H 3.70 0.12 2.11
H 4.58 -1.56 0.57
H 5.08 -0.30 -0.59
H -3.36 -1.97 0.75
*
```

electronic energy = -26227.2482 eV
M = 306.4 g/mol
structure (SMILES) = Cc1cc(C)c(C)c(OCCOCCN2CCN(C)CC2)c1
orbital gap = 9.0044 eV
LUMO energy = 0.033 hartree
energy above the lowest of the compared OMol25 structures with the same formula, charge and spin = 54.2 kcal per mole
largest force on an atom = 0.0123 hartree/bohr